{
  "formula": "C5H9NO",
  "method": "wB97M-V/def2-TZVPD",
  "elements": ["C", "C", "C", "C", "C", "O", "N", "H", "H", "H", "H", "H", "H", "H", "H", "H"],
  "coordinates": [[0.776828, 0.013720, 0.727083], [-0.835336, 0.573639, -1.278474], [0.222985, -0.821711, -0.358085], [-1.029953, 1.336361, 1.571860], [0.478239, -2.085607, -0.665831], [2.112539, 0.448705, 0.537867], [-0.130556, 1.183479, 0.676463], [2.415396, 0.140877, -0.326449], [0.738699, -0.471560, 1.706651], [-1.596443, -0.104124, -1.654219], [-1.394454, 1.499637, -1.139428], [-0.062872, 0.764006, -2.017395], [-1.135715, 0.657643, 2.421888], [-1.779802, 2.118394, 1.443153], [0.016924, -2.563289, -1.527505], [1.203523, -2.690171, -0.117579]],
  "forces_ev_per_angstrom": [[-0.11, 0.73, 0.75], [0.45, -3.35, -1.85], [-1.36, 2.37, -0.61], [1.03, -0.53, -0.69], [-0.33, 0.52, -0.49], [-0.21, -0.25, -0.18], [0.30, 0.55, 2.45], [-0.13, 0.13, 0.12], [-0.06, -0.04, 0.08], [0.12, -0.31, -0.67], [0.58, -0.19, 1.14], [-0.23, 0.01, -0.33], [-0.05, 0.03, 0.03], [0.22, 0.01, 0.07], [-0.01, 0.08, 0.11], [-0.21, 0.26, 0.07]],
  "e_tot_ha": -325.73346,
  "gap_ha": 0.353,
  "multiplicity": 1,
  "de_lowest_kcal_mol": 128.1
}